{
  "formula": "C32H68AlN6O8S",
  "method": "ωB97M-V/def2-TZVPD",
  "homo_lumo_gap_ev": 7.7,
  "total_charge": -1,
  "homo_ev": -5.666,
  "mol_weight_g_mol": 723.98,
  "lumo_ev": 2.04,
  "species": ["O", "C", "O", "C", "C", "Al", "C", "C", "O", "C", "C", "C", "C", "C", "C", "N", "C", "S", "H", "H", "H", "H", "H", "H", "H", "H", "H", "H", "H", "H", "H", "C", "C", "C", "O", "C", "N", "H", "H", "H", "H", "H", "H", "H", "H", "H", "H", "H", "C", "C", "C", "O", "C", "N", "H", "H", "H", "H", "H", "H", "H", "H", "H", "H", "H", "C", "C", "C", "O", "C", "N", "H", "H", "H", "H", "H", "H", "H", "H", "H", "H", "H", "C", "C", "C", "O", "C", "N", "H", "H", "H", "H", "H", "H", "H", "H", "H", "H", "H", "C", "C", "C", "O", "C", "N", "H", "H", "H", "H", "H", "H", "H", "H", "H", "H", "H"],
  "coordinates": [[1.6392, -2.2620, 3.9882], [2.2632, -1.3925, 3.4386], [2.8148, -0.3044, 4.1424], [1.7710, 0.7167, 4.1126], [2.2827, 2.1815, 4.4549], [0.9305, 3.4265, 3.5073], [-0.9079, 2.9078, 4.2529], [-1.7604, 2.0242, 3.2563], [-1.2834, 1.1877, 2.5154], [-3.3266, 2.2738, 3.3254], [-4.2259, 1.1518, 3.5692], [-5.6707, 1.4513, 3.6676], [-6.0955, 2.8381, 3.5267], [-5.1908, 3.9715, 3.2664], [-3.7607, 3.6736, 3.1670], [1.3152, 5.3032, 3.7507], [1.7907, 5.6888, 2.7266], [2.6879, 6.0211, 1.3838], [2.3585, -1.4442, 2.3169], [1.3863, 0.7715, 3.0428], [0.8939, 0.5041, 4.7779], [2.2399, 2.3119, 5.5812], [3.3049, 2.4103, 4.0533], [0.9680, 3.0476, 1.9457], [-0.8578, 2.3052, 5.2062], [-1.4584, 3.8663, 4.4903], [-3.8172, 0.1214, 3.6966], [-6.3563, 0.5986, 3.8678], [-7.1874, 3.0686, 3.6297], [-5.5365, 5.0305, 3.1809], [-2.9895, 4.4596, 2.9853], [-0.8432, 2.1357, -3.0904], [-0.7917, 1.9487, -1.5771], [0.5912, 1.5230, -1.0568], [0.9057, 0.1529, -1.2634], [1.4089, -0.1546, -2.5469], [-1.8360, 0.9957, -1.1810], [-0.8528, 1.1875, -3.6318], [-1.7534, 2.6718, -3.3734], [0.0099, 2.7217, -3.4434], [-1.0248, 2.9177, -1.1248], [0.5958, 1.6571, 0.0262], [1.3873, 2.1666, -1.4528], [2.0251, 0.6531, -2.9545], [0.5862, -0.3890, -3.2264], [2.0268, -1.0514, -2.4599], [-1.8588, 0.9419, -0.1631], [-1.5220, 0.0682, -1.4635], [6.2893, -0.9459, -0.8521], [4.8111, -0.5677, -0.8269], [4.5662, 0.9364, -0.6045], [4.7309, 1.3599, 0.7389], [6.0687, 1.6244, 1.1172], [4.1296, -1.3782, 0.1856], [6.7386, -0.9444, 0.1418], [6.4149, -1.9536, -1.2561], [6.8583, -0.2607, -1.4864], [4.3969, -0.8244, -1.8078], [3.5205, 1.1464, -0.8499], [5.1723, 1.5499, -1.2841], [6.6526, 2.0497, 0.2951], [6.5453, 0.7151, 1.4913], [6.0480, 2.3451, 1.9366], [3.1305, -1.1834, 0.1355], [4.4011, -1.0118, 1.0977], [0.8928, -1.9891, -8.8384], [0.1454, -1.3292, -7.6833], [1.0625, -0.5410, -6.7294], [1.8056, -1.3498, -5.8288], [2.9994, -1.8888, -6.3686], [-0.6266, -2.3533, -6.9705], [1.4494, -2.8737, -8.5258], [0.1886, -2.3126, -9.6083], [1.5935, -1.2897, -9.3021], [-0.5591, -0.6147, -8.1217], [0.4270, 0.0884, -6.0979], [1.7258, 0.1395, -7.2779], [3.4791, -1.2032, -7.0730], [2.7996, -2.8491, -6.8489], [3.6875, -2.0731, -5.5412], [-1.1937, -1.8981, -6.2582], [0.0346, -2.9102, -6.4309], [2.7989, -5.7201, 6.5701], [1.7348, -6.6503, 7.1451], [0.3732, -6.5387, 6.4337], [-0.3841, -5.3958, 6.7954], [-0.0326, -4.2097, 6.0940], [1.6146, -6.4022, 8.5869], [2.6490, -4.6805, 6.8630], [3.7890, -6.0117, 6.9287], [2.8136, -5.7689, 5.4786], [2.0928, -7.6759, 7.0041], [-0.2346, -7.3983, 6.7367], [0.4818, -6.6040, 5.3439], [0.2646, -4.4127, 5.0627], [0.7631, -3.6811, 6.6210], [-0.9066, -3.5563, 6.0797], [0.9705, -7.0837, 8.9824], [1.1257, -5.5153, 8.7009], [-4.7867, 0.8953, -4.7042], [-6.2621, 1.2843, -4.6644], [-6.4942, 2.7866, -4.4134], [-6.3179, 3.1878, -3.0648], [-4.9690, 3.4343, -2.6974], [-6.9450, 0.4556, -3.6644], [-4.3316, 0.8739, -3.7126], [-4.6712, -0.1052, -5.1283], [-4.2156, 1.5884, -5.3280], [-6.6843, 1.0497, -5.6477], [-7.5407, 3.0083, -4.6486], [-5.8869, 3.4058, -5.0860], [-4.3898, 3.8660, -3.5192], [-4.4999, 2.5141, -2.3437], [-4.9708, 4.1420, -1.8663], [-7.9425, 0.6535, -3.7030], [-6.6672, 0.7992, -2.7458]]
}

---

{
  "formula": "C32H68BaNO16",
  "method": "ωB97M-V/def2-TZVPD",
  "homo_lumo_gap_ev": 8.3,
  "total_charge": 1,
  "homo_ev": -10.956,
  "mol_weight_g_mol": 860.22,
  "lumo_ev": -2.66,
  "species": ["Ba", "C", "C", "O", "O", "H", "H", "H", "C", "C", "C", "C", "C", "C", "N", "O", "O", "H", "H", "H", "H", "H", "C", "O", "C", "C", "O", "C", "H", "H", "H", "H", "H", "H", "H", "H", "H", "H", "C", "O", "C", "C", "O", "C", "H", "H", "H", "H", "H", "H", "H", "H", "H", "H", "C", "O", "C", "C", "O", "C", "H", "H", "H", "H", "H", "H", "H", "H", "H", "H", "C", "O", "C", "C", "O", "C", "H", "H", "H", "H", "H", "H", "H", "H", "H", "H", "C", "O", "C", "C", "O", "C", "H", "H", "H", "H", "H", "H", "H", "H", "H", "H", "C", "O", "C", "C", "O", "C", "H", "H", "H", "H", "H", "H", "H", "H", "H", "H"],
  "coordinates": [[-0.0967, 2.0341, -3.2698], [-0.4151, -0.7708, 0.6051], [-0.4924, 0.1347, -0.6749], [-1.2599, 1.1342, -0.7465], [0.0857, -0.2570, -1.7058], [-1.3044, -0.4562, 1.1514], [0.4095, -0.5799, 1.2918], [-0.5255, -1.8455, 0.4603], [-1.2871, 2.7481, 2.8739], [-1.4716, 3.2023, 4.1480], [-1.8290, 4.5329, 4.4646], [-2.0597, 5.4526, 3.4590], [-1.9291, 5.0022, 2.1573], [-1.5626, 3.6900, 1.8448], [-2.4885, 6.8736, 3.6721], [-2.2299, 7.6250, 2.7791], [-3.0541, 7.2471, 4.6972], [-1.1800, 1.6808, 2.7481], [-1.3595, 2.4366, 4.9014], [-2.0116, 4.8373, 5.4846], [-2.2367, 5.5934, 1.3074], [-1.5719, 3.3917, 0.8068], [2.6346, 1.4314, -0.6495], [1.9129, 2.4236, -1.3603], [1.5714, 3.4424, -0.5035], [1.1790, 4.7785, -1.2765], [0.0227, 4.5407, -2.0462], [-0.3798, 5.7929, -2.6259], [3.5976, 1.8226, -0.3212], [2.9315, 0.5732, -1.2524], [2.1765, 1.0291, 0.2541], [2.3253, 3.6715, 0.2497], [0.6531, 3.1702, 0.0167], [2.0346, 5.0276, -1.9041], [1.0088, 5.5677, -0.5441], [-0.9954, 5.6777, -3.5179], [0.4587, 6.4171, -2.9349], [-0.9780, 6.3782, -1.9275], [0.9191, 0.9443, 5.1332], [-0.3723, 0.3352, 5.3165], [-0.4480, -1.0846, 5.2929], [-1.8867, -1.4583, 4.8598], [-2.0912, -1.2247, 3.5024], [-3.4084, -1.6493, 3.0360], [0.8686, 2.0187, 4.9569], [1.4138, 0.4661, 4.2877], [1.4497, 0.7596, 6.0673], [-0.2428, -1.3416, 6.3321], [0.2831, -1.5242, 4.6143], [-2.6160, -1.0617, 5.5662], [-2.0230, -2.5200, 5.0657], [-3.4435, -1.4040, 1.9745], [-4.2374, -1.1520, 3.5396], [-3.4336, -2.7368, 2.9673], [-2.7038, -0.3568, -4.3396], [-2.4992, 1.0957, -4.2085], [-3.7765, 1.7555, -4.2961], [-3.5573, 3.2720, -4.1944], [-2.7588, 3.5437, -3.0466], [-3.3879, 3.3794, -1.7465], [-3.6755, -0.6635, -3.9526], [-1.8865, -0.9074, -3.8738], [-2.7159, -0.7165, -5.3685], [-4.4948, 1.4809, -3.5236], [-4.1925, 1.4543, -5.2575], [-4.5472, 3.7278, -4.1738], [-3.0484, 3.7293, -5.0429], [-3.5921, 2.3592, -1.4218], [-4.3755, 3.8369, -1.6871], [-2.8549, 3.7334, -0.8640], [2.1594, -6.5053, 0.5953], [0.9823, -7.1944, 0.2134], [0.6439, -7.2749, -1.1469], [0.4452, -5.9818, -1.9306], [-0.6119, -5.2181, -1.3342], [-0.9150, -3.9472, -1.8879], [3.0612, -7.1091, 0.4944], [2.0174, -6.2591, 1.6475], [2.3966, -5.6422, -0.0268], [-0.2052, -7.9560, -1.2035], [1.4096, -7.8747, -1.6389], [0.3040, -6.2584, -2.9754], [1.3160, -5.3311, -1.8503], [0.0246, -3.4045, -1.9907], [-1.5179, -3.2675, -1.2857], [-1.3566, -4.1868, -2.8553], [1.7145, -3.4642, 2.1219], [3.1531, -3.3282, 2.2839], [3.5661, -3.5894, 3.6172], [3.3076, -2.5594, 4.6971], [4.3185, -2.4339, 5.6252], [4.3306, -3.4381, 6.5960], [1.4966, -3.3378, 1.0614], [1.2570, -2.5783, 2.5624], [1.4221, -4.4436, 2.5004], [4.6177, -3.8757, 3.6101], [3.1026, -4.4902, 4.0194], [2.3639, -2.6859, 5.2277], [3.1140, -1.5992, 4.2189], [5.2219, -3.2871, 7.2050], [4.4047, -4.4601, 6.2246], [3.4581, -3.4865, 7.2475], [-0.5516, 1.0515, -6.8186], [0.0753, 0.5937, -5.6168], [1.0033, -0.4412, -5.9633], [1.7005, -0.9462, -4.6880], [2.2045, 0.1261, -3.9932], [3.3518, 0.7311, -4.5770], [-1.0868, 0.2127, -7.2636], [0.1000, 1.4636, -7.5891], [-1.2613, 1.8611, -6.6487], [1.7122, -0.0415, -6.6884], [0.4576, -1.3135, -6.3231], [2.3892, -1.7523, -4.9413], [1.0057, -1.4240, -3.9973], [3.0293, 1.2878, -5.4569], [4.1694, 0.0576, -4.8342], [3.7504, 1.4597, -3.8711]]
}